[1]
The following is a DFT calculation (ωB97M-V/def2-TZVPD) of C21H41Cl3N4O4PbS4Si as an isolated structure.

Positions of all 79 atoms, in Å:
H (-1.6126, 5.3064, 1.8498)
H (2.7540, -0.2817, 4.7580)
H (-4.6009, -2.6468, -3.4446)
H (-4.2114, -5.6756, -2.8767)
C (-1.6052, -5.5887, 2.2542)
C (2.4875, 2.7689, -1.2324)
H (-5.2011, -0.0688, 0.2518)
H (-3.5423, -5.4489, -1.2469)
C (-3.9874, -4.9387, -2.1027)
C (-3.4385, -1.0841, 0.9582)
H (-2.9849, -2.2692, -4.0565)
C (2.1342, -0.7084, 3.9691)
S (0.2380, -2.1813, -1.1816)
Pb (-0.2413, 0.3683, -0.4840)
H (-4.1338, 0.1658, 2.5740)
H (1.4266, -1.4367, 4.3668)
H (-1.9771, 4.0240, 3.0443)
H (-3.5920, -2.8746, 2.1656)
H (-0.9380, 4.6506, -2.8316)
H (-1.0161, -6.0360, 3.0574)
O (-1.6273, -4.1047, 0.4288)
C (-0.7690, -4.5900, 1.4665)
S (4.9646, 0.0772, 0.3092)
H (-2.4735, -5.0922, 2.6901)
N (-0.6897, 3.9066, -2.2020)
C (-0.3170, -3.4482, 2.3719)
H (-4.3303, -3.0211, 0.5633)
Si (-1.6475, -2.7239, -0.4583)
C (3.3058, -0.4099, 0.2081)
H (-1.1790, -2.9481, 2.8161)
H (-3.6867, 0.5357, -0.4539)
C (3.2097, 1.6423, -0.6223)
H (-2.6077, -0.6891, 2.9106)
C (-3.0307, -3.8790, -2.6313)
H (-1.9072, -5.1951, -3.9114)
C (3.0464, 3.9108, -1.6942)
H (-1.9583, -6.3823, 1.5942)
O (0.1935, -0.0962, 2.3027)
H (0.2473, -2.6977, 1.8162)
H (4.0826, 4.2019, -1.7051)
C (-4.1678, -2.3456, 1.4048)
C (-4.2198, -0.3604, -0.1291)
H (-1.2653, -5.0819, -2.2645)
H (-2.6164, 0.7097, 1.8352)
C (4.5363, 1.6006, -0.3701)
C (-3.6527, -3.0813, -3.7659)
O (-2.1314, -1.4232, 0.4427)
H (-1.1970, 3.0291, -2.3476)
N (1.1163, 2.6827, -1.3566)
S (1.8252, 4.9343, -2.3497)
C (-1.6721, 4.2396, 2.0273)
H (5.2791, 2.3586, -0.5491)
H (-1.0131, -3.7496, -3.4017)
N (2.8937, -1.6214, 0.6772)
H (-3.8364, -3.7219, -4.6305)
H (3.5922, -2.3461, 0.7106)
H (-4.9217, -4.4743, -1.7828)
H (-0.5734, 1.6766, 4.2332)
C (0.4277, -5.2857, 0.8296)
C (0.2846, 1.1288, 4.6180)
H (1.9860, -1.9304, 0.3195)
C (-3.1861, -0.1679, 2.1463)
H (0.0902, -6.1234, 0.2166)
Cl (-0.0602, 3.5541, 1.7745)
O (-2.8125, -2.9443, -1.5662)
H (0.3116, -3.8406, 3.1755)
H (2.7527, -1.1648, 3.1988)
H (-5.1388, -2.0794, 1.8260)
C (-1.7205, -4.5134, -3.0797)
Cl (-1.6950, 0.9457, -2.6865)
H (0.9113, 1.7878, 5.2184)
N (2.5052, 0.4950, -0.2835)
H (-4.3503, -1.0032, -0.9992)
H (0.9756, -4.5921, 0.1910)
H (-0.0467, 0.2647, 5.1927)
C (0.6338, 3.7387, -1.9425)
H (1.0995, -5.6684, 1.6014)
Cl (-2.8722, 3.5494, 0.9343)
S (1.1994, 0.5915, 3.1771)

Frontier orbital gap ... 8.02 eV
Net charge ... 0
LUMO energy ... 0.168 eV

These are the Löwdin partial charges, in e, on atoms 1 to 4:
1 H 0.03
2 H 0.06
3 H 0.09
4 H 0.09



[2]
The following is a DFT calculation (ωB97M-V/def2-TZVPD) of C42H37AuN2OSi as an isolated structure.

Positions of all 84 atoms, in Å:
H (1.3722, 0.2152, -2.7769)
H (4.5662, 1.1434, 2.9762)
H (-0.5005, -1.5754, -5.9874)
C (3.4546, 0.3016, -3.2602)
H (-0.3420, -6.0697, -1.8167)
H (-2.9078, -1.9879, 0.9233)
H (-0.0972, 4.1697, 2.6532)
C (4.9464, -0.6862, -1.6715)
C (1.1858, 1.1996, 3.2065)
O (-0.9961, 0.9232, -0.2620)
C (-3.4884, 0.7518, 1.5674)
H (-0.6325, -3.5622, -5.2579)
C (3.2138, 1.4847, 1.3443)
C (-1.0738, 1.0586, -3.2864)
C (-1.9724, -2.1664, 1.4365)
N (-0.9614, -0.2288, -2.9661)
C (-4.6350, 0.3365, 2.2263)
C (-2.3853, 1.0798, 3.6520)
H (-0.4621, -4.1025, -0.3453)
H (-5.5140, 0.0550, 1.6590)
H (3.0986, -2.5130, 2.1352)
C (-1.0003, 1.4737, -4.6010)
C (-0.4342, -5.0828, -2.2515)
C (0.4281, -2.6129, 2.7618)
H (-1.0925, 2.5219, -4.8436)
C (0.8368, 1.4559, 1.8803)
H (-0.0366, 3.5273, -1.0374)
C (3.8795, -1.0690, -0.8563)
Si (-0.8921, 1.6906, 1.1676)
C (-4.6529, 0.2772, 3.6127)
C (-0.5042, -3.9725, -1.4181)
H (1.6595, 1.7529, -0.0860)
C (3.5312, 1.2336, 2.6711)
H (1.3542, -2.7870, 3.2938)
C (-0.5929, -3.6711, -4.1821)
C (-1.9792, -2.7237, 2.7082)
C (0.4578, -2.0629, 1.4702)
H (-2.9184, -2.9717, 3.1838)
H (-1.8383, 3.9530, 2.8779)
H (-0.2914, 5.1343, -0.3487)
H (-3.4837, 0.7715, 0.4829)
C (-0.7756, -1.1827, -3.8959)
Au (-0.7524, -0.9593, -0.9667)
H (3.9976, 1.5813, 0.6029)
C (-2.5244, 3.7803, 0.2123)
H (3.2825, 0.8434, -4.1815)
C (-0.7911, 0.5121, -5.5823)
H (0.4222, 1.0688, 3.9598)
H (-1.2037, 1.7306, -2.4456)
H (-0.7089, 0.8050, -6.6208)
H (2.7506, 0.8781, 4.6364)
C (2.5134, 1.0842, 3.5998)
C (-1.0730, 4.2967, 2.1778)
H (-2.6487, 3.2024, -0.7069)
C (-0.6279, -2.7035, -1.9595)
H (5.5923, 0.2698, -3.4792)
C (-3.5244, 0.6535, 4.3232)
C (-0.4812, -4.9360, -3.6297)
H (-2.6442, 4.8395, -0.0396)
C (-0.6786, -0.8227, -5.2345)
H (-5.5434, -0.0500, 4.1346)
C (-2.3287, 1.1240, 2.2591)
C (-1.1495, 3.5443, 0.8460)
H (0.9181, 4.0553, 0.3496)
C (2.5558, -0.7581, -1.2826)
N (1.5291, -1.1358, -0.4694)
H (-1.5357, 1.3862, 4.2460)
C (-0.6593, -2.5523, -3.3574)
H (-0.7667, -3.3493, 4.3659)
H (-1.2271, 5.3695, 2.0196)
H (-3.5289, 0.6204, 5.4057)
H (5.9505, -0.9255, -1.3406)
C (4.7475, -0.0144, -2.8663)
C (1.8860, 1.5854, 0.9610)
C (4.0545, -1.7352, 0.4003)
H (-0.4296, -5.8036, -4.2732)
C (2.3695, -0.0606, -2.4754)
C (-0.7709, -2.9306, 3.3676)
C (1.6650, -1.7483, 0.7554)
C (-0.0750, 4.0896, -0.1004)
H (-3.3352, 3.5082, 0.8908)
H (5.0553, -1.9711, 0.7354)
C (2.9655, -2.0344, 1.1745)
C (-0.7710, -1.8204, 0.8483)

Spin multiplicity ... 3
Frontier orbital gap (alpha / beta) ... 4.70 / 5.67 eV
ΔE to the lowest compared entry with this formula, charge and spin ... 0.0 kcal per mole
Expectation value of S² ... 2.043
Net charge ... 0
LUMO energy (alpha / beta) ... -0.402 / -2.266 eV

These are the Löwdin partial charges, in e, on atoms 1 to 4:
1 H 0.08
2 H 0.10
3 H 0.11
4 C -0.09



[3]
The following is a DFT calculation (ωB97M-V/def2-TZVPD) of C18H27BrNO6PtSSeSi as an isolated structure in a non-equilibrium geometry.

Positions of all 57 atoms, in Å:
C (-1.0829, -3.1219, -2.9489)
N (0.9892, -0.0534, 2.1381)
C (-0.3489, -2.1064, -3.8814)
H (-3.2965, 0.0049, 3.7390)
H (0.8575, 4.1762, -2.7794)
H (-2.1470, 2.9918, 0.1581)
H (-0.2969, 2.7963, -2.8748)
C (-3.0230, 1.0465, 3.5724)
Se (-2.3426, -0.3574, 0.5073)
H (-4.9472, 1.6355, 0.0913)
H (-1.1989, -2.9583, -0.7273)
C (2.9726, -0.3415, 4.0332)
H (3.7495, -0.4589, 4.7776)
H (-2.0169, 1.2018, 3.9664)
H (4.1280, 0.9514, 2.7490)
C (-2.1428, 2.9301, 1.2475)
H (-1.1054, 2.8327, 1.5766)
S (0.9513, 2.7454, -0.8941)
H (2.2505, -2.5037, -3.0950)
C (1.6107, -2.0729, -2.3325)
H (-0.8617, -4.1625, -3.1730)
H (0.6595, -0.2429, -3.1716)
C (0.8947, -3.0870, -1.4401)
C (2.3833, 2.1761, -1.7882)
H (-5.4637, 2.2892, 1.6528)
H (0.3257, -2.5796, -4.5913)
H (3.0714, 3.0168, -1.8908)
C (-4.8974, 1.4865, 1.1718)
H (-2.1619, -2.9803, -2.9862)
H (-0.6547, 4.2076, -1.8330)
C (3.1877, 0.4477, 2.9142)
O (0.0420, 1.5261, -0.6571)
O (0.5083, -2.3422, 0.8454)
C (2.5348, -1.0510, -1.6130)
H (-3.7127, 1.6724, 4.1477)
O (-0.4828, -1.2622, -1.7235)
C (0.1294, 3.5722, -2.2385)
H (-1.0538, -1.4889, -4.4358)
H (-5.3925, 0.5408, 1.4055)
H (1.5457, -1.5804, 5.0676)
C (0.4268, -1.2580, -2.8663)
C (0.7871, -0.8289, 3.2235)
C (1.3630, -2.9794, 0.0312)
C (-0.5720, -2.6989, -1.5712)
H (2.0893, 1.7957, -2.7665)
Br (-0.8449, -1.6957, 3.4545)
C (2.1787, 0.5726, 1.9962)
H (1.1048, -4.1220, -1.6979)
O (3.5481, -0.7350, -2.1982)
H (2.8465, 1.3818, -1.2064)
O (2.0892, -0.5813, -0.4841)
O (2.4066, -3.4927, 0.3146)
Pt (0.0599, -0.3889, 0.3442)
Si (-3.1448, 1.4613, 1.7722)
C (1.7557, -0.9734, 4.2006)
H (2.2901, 1.1828, 1.1151)
H (-2.5459, 3.8636, 1.6523)

Frontier orbital gap ... 6.28 eV
ΔE to the lowest compared entry with this formula, charge and spin ... 32.9 kcal per mole
Net charge ... +1
LUMO energy ... -5.014 eV

These are the Löwdin partial charges, in e, on atoms 1 to 4:
1 C -0.06
2 N -0.10
3 C -0.06
4 H 0.01



[4]
The following is a DFT calculation (ωB97M-V/def2-TZVPD) of a 2-piece molecular cluster, C3H10O2S2 overall in a non-equilibrium geometry.

Positions of all 17 atoms, in Å:
C (1.4443, 0.4828, 0.2935)
O (-1.5761, 3.0089, -0.9872)
H (-0.0047, -1.2276, 1.6079)
H (-0.3370, 1.3297, 0.0464)
H (0.5159, -0.8563, -1.1089)
H (1.1666, -2.4362, 1.3473)
H (1.8477, 0.9991, -0.5756)
H (-3.1522, -1.5868, 0.3943)
S (-2.2062, -1.2475, -0.4820)
H (-2.2826, 3.6269, -1.2349)
C (1.1599, -0.9482, -0.2341)
S (-0.7864, -2.9474, 0.1639)
O (0.2896, 1.1348, 0.7583)
H (2.1246, -1.4177, -0.4456)
H (-0.8076, 3.3547, -1.4579)
C (0.4567, -1.8196, 0.8154)
H (2.1476, 0.5503, 1.0993)

Spin multiplicity ... 2
Frontier orbital gap (alpha / beta) ... 3.26 / 6.03 eV
ΔE to the lowest compared entry with this formula, charge and spin ... 12.7 kcal per mole
Expectation value of S² ... 0.754
Net charge ... -1
LUMO energy (alpha / beta) ... 2.938 / 2.854 eV

These are the Löwdin partial charges, in e, on atoms 1 to 4:
1 C -0.29
2 O -0.06
3 H 0.05
4 H 0.04



[5]
The following is a DFT calculation (ωB97M-V/def2-TZVPD) of a 16-piece molecular cluster, C5H42NO15 overall in a non-equilibrium geometry.

Positions of all 63 atoms, in Å:
H (2.0776, -2.4551, 1.2545)
O (-0.1929, 0.6995, -2.2334)
O (2.6438, -1.8895, -2.9035)
H (-0.9213, -0.7574, 3.3430)
H (2.0484, 4.0109, -0.6390)
H (-0.8462, 4.4803, -1.8891)
C (-0.4743, -1.0320, -0.0210)
H (-0.9261, -0.0839, -0.2854)
H (1.4178, -0.6893, 4.3848)
H (4.4558, -0.0057, -0.4629)
O (3.6475, 0.3636, -0.8270)
C (1.4691, -1.6507, 1.6678)
H (0.0920, 1.3055, -2.9268)
H (1.4197, 1.7357, -5.0009)
H (-0.6565, -3.8656, -3.1351)
H (-3.3263, 0.5815, -0.0435)
H (2.1212, 2.4001, -3.7691)
H (-1.1881, -1.4578, 0.6946)
H (-1.0117, 2.2236, -0.0068)
H (2.1010, 0.7800, 0.7767)
H (-1.4267, 2.9940, 1.2274)
C (0.9548, -0.8895, 0.4158)
H (-2.8823, 1.6725, 2.4331)
O (-4.6198, -1.3194, 1.4998)
O (-3.5062, -0.0691, -0.7220)
O (-1.1030, 3.6085, -1.5944)
O (-2.4799, 0.8205, 2.6114)
H (-4.1341, -0.7326, -0.4226)
H (-0.2994, -4.4617, -0.3853)
H (2.9566, -2.6761, -2.4379)
O (1.4871, 3.2512, -0.4556)
H (-3.9954, -0.7923, 2.0149)
O (0.0945, -4.2630, 0.4690)
H (0.5293, 1.0492, 1.2171)
H (0.8271, 0.9053, -0.4383)
H (-1.6224, -1.7500, 4.3046)
O (-0.4439, -4.1586, -2.2511)
H (-3.0545, -1.0410, -2.8809)
H (-2.6381, 0.5834, 3.5317)
H (0.7474, -2.0979, 2.3413)
H (-4.0389, -1.9553, 1.0666)
O (1.8029, 1.5699, -4.1352)
H (-0.3635, -3.4266, -1.6390)
H (3.6078, -0.1241, -1.6649)
C (2.4037, -0.8118, 2.5149)
H (-0.7524, 3.0565, -2.3069)
H (0.5783, 3.5778, -0.5577)
O (-2.1016, -0.9191, -2.9275)
O (-0.9241, 2.2141, 0.9584)
H (3.2005, -0.4281, 1.8713)
N (1.1398, 0.6261, 0.4948)
H (1.5312, -1.2973, -0.4124)
H (2.8028, -2.1402, -3.8174)
O (0.1368, 4.7288, 1.9142)
C (2.2679, -0.4139, 3.7674)
H (0.0930, -4.9502, 1.1185)
H (-0.7375, -1.5580, -0.9389)
H (0.4852, 4.4965, 2.7782)
O (-0.8551, -1.1816, 4.1961)
H (-1.8698, -1.0932, -3.8483)
H (0.5166, 4.0218, 1.3683)
H (2.7658, 0.4416, 4.1872)
H (-1.0310, 0.2391, -2.4434)

Frontier orbital gap ... 9.77 eV
ΔE to the lowest compared entry with this formula, charge and spin ... 72.8 kcal per mole
Net charge ... +1
LUMO energy ... -2.563 eV

These are the Löwdin partial charges, in e, on atoms 1 to 4:
1 H 0.11
2 O -0.07
3 O -0.05
4 H 0.00



[6]
The following is a DFT calculation (ωB97M-V/def2-TZVPD) of C17H36BBr2N5OP2SiTa as an isolated structure in a non-equilibrium geometry.

Positions of all 66 atoms, in Å:
N (-1.5691, 3.1391, -2.4729)
H (2.7465, 0.1634, -2.8679)
C (-2.6946, 2.3762, -2.4801)
C (3.6142, -1.9560, 0.8458)
C (1.8291, -0.2149, -3.3135)
H (2.3224, 1.0517, 4.6023)
H (-2.7881, -3.7315, 0.2627)
H (3.4718, 4.5245, -1.6769)
H (1.2220, 2.2734, 3.8560)
H (1.4895, -3.3270, -2.6000)
H (0.3074, -3.4767, -0.3694)
H (3.9410, -1.2583, 0.0747)
C (2.7153, 3.7826, -1.5091)
N (1.5688, 1.9577, -0.9245)
H (1.9359, -4.1671, -0.2860)
H (-2.7925, -1.4746, 3.8363)
P (1.7865, -2.0751, 0.9436)
H (2.7953, -2.4216, -1.8460)
C (-3.3069, -2.7801, 0.1708)
C (1.4813, -3.1456, 2.3870)
H (4.0180, -2.9459, 0.6302)
H (-3.3119, -2.4976, -0.8775)
Si (-2.5978, -1.4657, 1.3490)
Br (2.7165, 1.2396, 2.1333)
H (-4.0775, 0.3063, 2.2893)
H (2.1283, -4.0194, 2.3036)
P (0.7857, -1.0572, -2.0703)
H (-1.3124, -2.2975, 3.4071)
C (-0.6411, -1.6130, -3.0635)
C (-2.3464, -2.1479, 3.1113)
H (0.4399, -3.4640, 2.3882)
C (-0.6235, 2.4781, -1.7740)
H (-3.5946, 2.6728, -2.9795)
H (-1.2514, -2.3309, -2.5152)
C (1.3759, -3.2371, -0.4341)
H (2.0858, -0.9339, -4.0932)
H (-2.8634, -3.0976, 3.2106)
O (-1.0835, -0.9963, 0.7461)
N (-0.2027, 1.7995, 1.2219)
H (-1.0802, 4.4145, 3.0928)
H (-0.6290, 4.9612, 1.2495)
H (1.7032, -2.6395, 3.3238)
C (-0.6084, 2.8510, 1.5959)
C (1.7220, -2.6294, -1.7887)
H (-2.3274, 4.0298, 1.6684)
H (-2.8447, 1.0512, 1.2778)
Ta (0.2704, 0.1173, 0.3223)
H (4.0266, -1.6213, 1.7986)
H (1.0517, 4.7589, -2.3439)
C (1.6758, 1.2890, 3.7600)
H (-0.2653, -2.0867, -3.9719)
N (-1.1152, 1.3149, -1.3378)
H (-1.2615, -0.7629, -3.3424)
H (-3.0210, 0.3987, -1.5497)
H (-4.3386, -2.9596, 0.4582)
H (-1.4943, 4.0427, -2.9186)
C (-2.4012, 1.2437, -1.7700)
B (-1.1754, 4.1664, 1.9419)
C (0.7483, 2.8206, -1.5348)
H (3.6479, 2.0671, -0.4896)
N (1.4217, 3.9343, -1.8945)
C (2.7931, 2.5549, -0.9119)
H (1.2846, 0.6128, -3.7626)
Br (0.2858, -0.0458, 3.5903)
H (-4.2621, 0.2783, 0.5624)
C (-3.5264, 0.2055, 1.3582)

Frontier orbital gap ... 6.59 eV
ΔE to the lowest compared entry with this formula, charge and spin ... 34.4 kcal per mole
Net charge ... +3
LUMO energy ... -10.674 eV

These are the Löwdin partial charges, in e, on atoms 1 to 4:
1 N 0.17
2 H 0.05
3 C 0.00
4 C -0.24